(1)
Molecular formula: C19H16FeN2O6
Method: DFT, ωB97M-V/def2-TZVPD

The geometry in ORCA input format:
```
! RIJCOSX wB97M-V def2-TZVPD def2/J DEFGRID3
* xyz 0 5
C -3.31240 3.45403 -1.04166
O -2.03100 4.02923 -0.99434
C -0.94489 3.10073 -0.87388
C -0.47697 2.37814 -1.98297
C 0.74292 1.47139 -1.87192
C 1.50158 1.55601 -0.55179
C 0.95571 2.23082 0.53071
C -0.24725 2.99592 0.39489
Fe 1.10826 3.54253 -1.17634
C 2.21018 3.55878 -2.69780
O 2.85668 3.50585 -3.63291
C 2.41869 4.37958 -0.09580
O 3.20583 4.86547 0.56796
C 0.48831 5.28214 -1.65748
O 0.12524 6.31932 -1.95421
H -4.03110 4.23915 -1.28188
H -3.33848 2.67967 -1.80704
H -3.54145 3.03378 -0.06304
H -1.01084 2.46828 -2.93075
H 0.36848 0.42691 -1.95217
H 1.41492 1.56232 -2.74848
H 2.46529 1.04974 -0.44855
H 1.48174 2.22752 1.49024
H -0.64621 3.54833 1.24476
C 2.45628 -2.16657 0.38660
C 1.40227 -2.30832 1.42219
C 1.45272 -1.46518 2.45867
N 1.46502 -0.71597 3.37861
C 0.35170 -3.27106 1.36573
C 0.16770 -4.16233 0.28656
C -0.87503 -5.05303 0.28364
C -1.76718 -5.10019 1.34380
N -2.87755 -6.03488 1.33484
O -3.65092 -6.03895 2.30221
O -3.00992 -6.78846 0.35979
C -1.60160 -4.24171 2.41700
C -0.56907 -3.34528 2.43143
H 2.32702 -2.85822 -0.44151
H 2.45260 -1.15755 -0.02416
H 3.44313 -2.34247 0.81694
H 0.84206 -4.14672 -0.55097
H -1.02488 -5.73119 -0.54041
H -2.30231 -4.29622 3.23415
H -0.44531 -2.68131 3.26932
*
```

Values from the calculation:
LUMO level (spin up / spin down)	-0.85 / -2.36	eV
orbital gap (spin up / spin down)	5.4 / 5.4	eV
energy	-2557.9806	Ha



(2)
Molecular formula: C29H61BrN
Method: DFT, ωB97M-V/def2-TZVPD

The geometry in ORCA input format:
```
! RIJCOSX wB97M-V def2-TZVPD def2/J DEFGRID3
* xyz 1 1
Br 4.03178 -0.44443 1.07593
C 2.25692 -0.01017 0.69518
C 1.32431 -1.03794 0.60199
C 0.01885 -0.70180 0.29687
N -0.32411 0.57865 0.10425
C 0.56229 1.58496 0.17617
C 1.86982 1.30446 0.47259
H 1.59055 -2.06531 0.77113
H -0.74397 -1.45974 0.22287
H -1.29275 0.79086 -0.10105
H 0.22828 2.59497 0.01711
H 2.61267 2.08195 0.53144
C -4.89247 -2.85182 -2.88155
C -3.51266 -2.61372 -2.27644
C -3.44388 -1.37831 -1.37752
C -3.71663 -0.04376 -2.07340
C -2.78072 0.27608 -3.23695
C -1.31789 0.40074 -2.81878
H -5.19547 -2.03251 -3.53460
H -4.89654 -3.76353 -3.47874
H -5.64685 -2.96120 -2.10042
H -2.76564 -2.54913 -3.07272
H -3.23965 -3.48518 -1.67485
H -2.45447 -1.34360 -0.90092
H -4.16504 -1.49824 -0.56298
H -3.64180 0.75950 -1.33081
H -4.74935 -0.02312 -2.42777
H -3.09854 1.21818 -3.68892
H -2.87380 -0.48193 -4.01766
H -1.19803 1.18618 -2.06415
H -0.68994 0.66184 -3.67082
H -0.93496 -0.53563 -2.40601
C 0.25868 -1.60266 7.32450
C 0.05700 -2.86622 6.49281
C 0.94550 -2.92637 5.25150
C 0.70760 -1.80537 4.23912
C -0.72402 -1.70710 3.71337
C -1.18234 -2.95062 2.95586
H -0.00061 -0.70186 6.76521
H -0.36914 -1.62454 8.21519
H 1.29658 -1.51320 7.65035
H -0.99578 -2.95520 6.21040
H 0.27700 -3.73708 7.11372
H 0.81065 -3.89559 4.76308
H 1.99360 -2.89237 5.56238
H 1.39044 -1.95482 3.39234
H 0.98800 -0.84592 4.68320
H -0.78637 -0.84131 3.04187
H -1.41627 -1.50161 4.53206
H -0.52255 -3.15586 2.10600
H -2.19542 -2.81578 2.57199
H -1.19082 -3.83509 3.59115
C 4.66503 -5.55054 -2.71540
C 3.78225 -4.53915 -3.44112
C 3.54389 -3.25767 -2.64493
C 2.81732 -3.45824 -1.31495
C 1.43709 -4.10342 -1.39846
C 0.44033 -3.23571 -2.15844
H 4.21007 -5.89342 -1.78463
H 4.83400 -6.42912 -3.33780
H 5.63880 -5.11760 -2.47853
H 2.82814 -5.00541 -3.70179
H 4.25602 -4.27131 -4.38802
H 2.98416 -2.55153 -3.26567
H 4.50756 -2.77957 -2.44324
H 2.70388 -2.47768 -0.84047
H 3.44713 -4.04676 -0.64130
H 1.06072 -4.24468 -0.37901
H 1.49640 -5.10116 -1.83698
H 0.35548 -2.25036 -1.68807
H -0.55095 -3.69181 -2.15985
H 0.73553 -3.08704 -3.19725
C -1.48914 9.16115 -1.02448
C -0.49181 8.20969 -1.67909
C -0.72780 6.74304 -1.32352
C -0.59241 6.41384 0.16467
C 0.75784 6.76943 0.78486
C 1.92927 6.02033 0.15786
H -1.42228 9.13362 0.06415
H -1.30125 10.18850 -1.33647
H -2.51234 8.90814 -1.30860
H 0.52632 8.50456 -1.41136
H -0.56159 8.31583 -2.76412
H -0.03545 6.12228 -1.90134
H -1.73202 6.45622 -1.65128
H -0.77312 5.33910 0.30064
H -1.38282 6.91964 0.72431
H 0.71953 6.53705 1.85232
H 0.93489 7.84454 0.71528
H 1.79192 4.93726 0.25021
H 2.86246 6.28191 0.65747
H 2.04493 6.25736 -0.90016
*
```

Values from the calculation:
LUMO level	-4.31	eV
orbital gap	8.7	eV
energy	-3770.1059	Ha